1.
28
Properties=species:S:1:pos:R:3 method="wB97M-V/def2-TZVPD" e_tot_ha=-1046.557742 lumo_ev=0.168 relative_energy_kj_mol=327.6 smiles="CCOS(=O)(=O)[C@@H]1C=CN=C1[C@H](C)N"
C -2.40219 -1.83708 0.46606
C -2.30400 -0.66422 1.42396
O -1.46918 0.43872 0.93612
S -1.77920 1.48679 -0.20077
O -1.49359 2.79363 0.28472
O -3.00483 1.10354 -0.77912
C -0.34108 1.08645 -1.37021
C -0.70194 -0.03851 -2.27800
C 0.20291 -1.00233 -2.17706
N 1.21878 -0.60066 -1.30010
C 0.97713 0.56058 -0.79418
C 1.94923 1.36405 0.04551
C 2.99311 0.54653 0.79592
N 1.23405 2.32549 0.97577
H -3.27597 -1.60573 -0.19493
H -1.53859 -2.10229 -0.08020
H -2.83778 -2.65438 1.10450
H -1.71625 -0.97473 2.31148
H -3.28312 -0.25999 1.77520
H -0.17176 1.97189 -1.85891
H -1.57199 0.02016 -2.95808
H 0.39178 -1.84449 -2.90516
H 2.57652 2.11241 -0.58361
H 3.58376 1.02294 1.51729
H 3.73299 0.31308 0.03412
H 2.70395 -0.26683 1.44525
H 0.63136 3.06810 0.50052
H 0.64401 1.87239 1.68067

=====

2.
14
Properties=species:S:1:pos:R:3 method="wB97M-V/def2-TZVPD" e_tot_ha=-341.635975 lumo_ev=0.638 relative_energy_kj_mol=227.3 smiles=N#CC1(C#N)CCC1
N -2.15697 -1.74177 -1.29587
C -1.61183 -0.68422 -0.94961
C -0.68039 0.27512 -0.35173
C -0.91347 1.69182 -0.57092
N -1.02697 2.81097 -0.54944
C 0.84291 -0.04782 -0.68596
C 1.27418 -0.09413 0.75117
C -0.24717 -0.34969 1.07175
H 0.90591 -1.03301 -1.15379
H 1.21532 0.47773 -1.45458
H 1.57080 0.88630 1.30544
H 2.10434 -0.84549 0.91768
H -0.66507 0.07241 2.02266
H -0.61159 -1.41822 0.94320

=====

3.
33
Properties=species:S:1:pos:R:3 method="wB97M-V/def2-TZVPD" e_tot_ha=-634.961956 lumo_ev=0.674 relative_energy_kj_mol=66.1 smiles=COC[C@H](C)N.OCCO.CO
C 2.34036 -0.92717 1.62515
O 2.92474 -2.19806 1.53706
C 2.28974 -3.03466 0.58588
C 2.83823 -4.45024 0.72646
C 4.32360 -4.55835 0.46888
N 2.12932 -5.41630 -0.11324
H 2.02861 -0.55418 0.63948
H 3.08557 -0.24484 2.02909
H 1.43773 -0.93598 2.24978
H 1.20534 -3.07532 0.77283
H 2.43900 -2.63098 -0.42849
H 2.63983 -4.72627 1.77026
H 4.91471 -4.03828 1.21963
H 4.58208 -4.12049 -0.50379
H 4.59934 -5.61085 0.44453
H 2.22846 -5.14071 -1.08958
H 1.13046 -5.34987 0.06674
O -5.16581 5.79618 -1.65031
C -5.16608 4.79847 -0.63303
C -4.28970 3.64521 -1.03186
O -2.94516 4.07513 -1.20017
H -5.74655 5.50310 -2.35840
H -4.76600 5.25628 0.27403
H -6.17842 4.46464 -0.37858
H -4.65617 3.25259 -1.99158
H -4.30921 2.84454 -0.29598
H -2.98649 4.95311 -1.59683
C 0.17007 1.94529 -0.15286
O -1.24369 1.90978 -0.15852
H 0.61496 1.75414 -1.13500
H 0.55075 2.88469 0.25987
H 0.53076 1.15647 0.51052
H -1.55035 2.77293 -0.46196

=====

4.
14
Properties=species:S:1:pos:R:3 method="wB97M-V/def2-TZVPD" e_tot_ha=-249.295235 spin_multiplicity=2 lumo_ev="-6.416 / -10.201" charge=+1 relative_energy_kj_mol=254.7
C -0.69211 -1.97039 1.27221
N -0.02046 -0.73597 1.70122
H -1.74510 -1.84167 1.00860
H -0.62588 -2.68892 2.08221
H -0.17425 -2.40071 0.41649
H -0.23028 0.02056 1.06412
H -0.36690 -0.46840 2.61340
O 1.40173 2.23448 -0.07983
C 1.26471 1.72189 -1.14873
C -0.04011 1.18897 -1.66489
H 2.17007 1.70474 -1.79771
H -0.82819 1.21447 -0.91753
H 0.15672 0.18268 -2.03260
H -0.26994 1.83827 -2.51695

=====

5.
28
Properties=species:S:1:pos:R:3 method="wB97M-V/def2-TZVPD" e_tot_ha=-1804.700058 lumo_ev=0.442 smiles="CCOC(=S)SCC(=O)Nc1ncc(C)s1"
C -2.87497 -3.06769 -0.54621
C -2.33554 -1.81611 0.12243
O -2.49650 -0.73276 -0.78792
C -2.10662 0.48248 -0.46696
S -2.29444 1.70405 -1.53131
S -1.37196 0.67628 1.12113
C -1.03142 2.45234 1.22934
C -0.40810 3.16248 0.04580
O -0.76323 4.26847 -0.27442
N 0.65818 2.56623 -0.59081
C 1.40557 1.48733 -0.21511
N 1.43030 0.94434 0.94844
C 2.28728 -0.10634 0.99557
C 2.96075 -0.38881 -0.14776
C 3.96264 -1.45281 -0.40457
S 2.48324 0.73735 -1.39270
H -3.92506 -2.93502 -0.79026
H -2.76745 -3.91498 0.12422
H -2.32805 -3.26497 -1.46381
H -1.27167 -1.92540 0.36846
H -2.88184 -1.59509 1.04747
H -1.96704 2.96404 1.45959
H -0.34789 2.52114 2.07846
H 0.94199 3.04367 -1.43847
H 2.38602 -0.63964 1.92319
H 4.91297 -1.01831 -0.71328
H 3.62458 -2.11621 -1.20025
H 4.11829 -2.03602 0.49974

=====

6.
8
Properties=species:S:1:pos:R:3 method="wB97M-V/def2-TZVPD" e_tot_ha=-296.300801 lumo_ev=-0.263 relative_energy_kj_mol=325.8
C -1.23780 -0.27939 -0.29842
N -1.30984 0.94837 -0.49921
N 0.35823 1.84338 -0.18978
N 1.26012 1.17210 0.15500
C 1.08854 -0.43825 0.35427
N 0.02222 -1.03327 0.15427
H -2.04824 -1.01206 -0.41118
H 2.05702 -0.82162 0.67524

=====

Summary of strongest force on any atom in eV Å⁻¹
3.93, 8.52, 0.54, 0.25, 1.01, 1.58
(order as listed above)